Here is a cluster of 2 separate species, C4H13NO in total at a distorted geometry from the OMol25 dataset. Energies are from ωB97M-V with the def2-TZVPD basis set.

* relative energy (zero: lowest compared OMol25 entry of this formula, charge and spin): 272.4 kJ/mol
* E: -290.093190 hartree
* HOMO energy: -8.926 eV
* spin multiplicity: 1
* structure (SMILES): CCOCC.N
* Kohn-Sham gap: 9.996 eV

XYZ file:
```
19
Properties=species:S:1:pos:R:3:forces:R:3:nbo_charge:R:1
C -0.257145 -1.321108 -2.195128 -2.1892 0.3722 0.6920 -0.637
C -0.073562 -1.282203 -0.670385 1.5533 -0.0616 2.3070 -0.060
N -0.878439 3.008019 -0.349345 1.6470 0.1125 0.9881 -1.123
H 0.538684 -0.800379 -2.722592 -0.1475 0.2703 0.1150 0.217
H -1.266355 -0.819737 -2.298477 1.1308 -0.4390 -0.8332 0.217
H -0.310387 -2.369597 -2.637952 0.0048 1.2151 1.0413 0.223
H -0.768649 -1.882311 -0.042963 0.0352 0.0846 -1.0569 0.174
H 0.933413 -1.735153 -0.495738 -0.6772 0.3922 0.1099 0.157
H -0.797570 3.323105 0.664813 -0.7430 -0.2590 -2.6547 0.387
H -1.651644 3.120597 -0.972496 -0.7907 0.4403 0.8157 0.376
H -0.043425 3.146753 -0.920570 -0.1992 -0.0310 0.8710 0.365
C 0.157691 0.275010 1.410735 -0.5999 1.7571 -1.1908 -0.058
O -0.114691 0.095531 -0.016078 -0.4021 -0.5065 -1.2768 -0.579
C 1.036101 -0.812777 1.796402 0.9718 -3.6483 1.8129 -0.633
H 0.551401 1.426380 1.570960 -0.6802 -3.0523 -0.6710 0.183
H -0.705612 0.161587 2.111607 -0.1817 0.4805 -1.0246 0.164
H 1.421899 -0.621857 2.833484 0.0646 -0.3776 -0.9576 0.217
H 0.391871 -1.865586 1.889156 1.6208 2.7141 -0.2097 0.197
H 1.836421 -1.046276 1.044566 -0.4178 0.5365 1.1224 0.213
```
Positions in Å, forces in eV/Å.

---

Here is a structure of composition C26H30N4O3 at a distorted geometry from the OMol25 dataset. Energies are from ωB97M-V with the def2-TZVPD basis set.

* relative energy (zero: lowest compared OMol25 entry of this formula, charge and spin): 2207.7 kJ/mol
* E: -1452.768115 hartree
* HOMO energy: -7.147 eV
* spin multiplicity: 1
* Kohn-Sham gap: 6.934 eV

XYZ file:
```
63
Properties=species:S:1:pos:R:3:forces:R:3:nbo_charge:R:1
C 0.732949 7.100091 -1.185595 -1.2641 -4.5812 -6.8619 -0.231
H 0.853734 7.782592 -1.979956 0.3740 0.8971 -0.6903 0.200
O 1.639743 5.900879 -1.665150 -2.2572 8.9017 -2.2637 -0.472
C 1.566627 4.895653 -0.954238 0.3258 -3.6597 1.0608 0.389
C 0.675137 4.706983 0.036073 1.3649 -2.3156 2.0285 -0.410
C 0.876014 3.599478 0.910082 -3.4764 0.1780 3.7923 -0.157
C 1.691345 2.668097 0.563608 5.9209 -4.9396 -4.5448 -0.159
C 2.607192 2.727110 -0.827083 -3.3065 2.8320 3.4039 -0.346
C 2.545803 3.962643 -1.485673 -3.2478 -5.9428 7.2516 0.280
O 3.178308 4.236489 -2.492933 6.0603 2.0567 -6.1792 -0.482
C 4.364824 3.331308 -2.955593 -7.0482 0.0902 -5.1616 -0.260
H 4.752190 3.853232 -3.950262 -0.5516 -1.0239 2.7405 0.235
H 3.487477 2.408216 -3.428252 3.6108 2.0216 1.5129 0.198
H 5.002660 3.049637 -2.188784 1.1002 -0.4199 1.3537 0.200
H 3.269094 1.970294 -1.155081 0.4056 -0.7671 0.2089 0.201
C 1.820411 1.343725 1.303228 -1.1535 -0.0761 -2.6730 0.676
O 1.467300 1.211947 2.440830 0.2308 -0.0637 1.8168 -0.627
N 2.026529 0.197133 0.521853 1.2915 -1.3751 -2.9161 -0.648
H 2.234341 0.075836 -0.577737 -0.7321 1.5746 3.6350 0.407
C 2.156682 -1.161385 1.118549 3.3395 -0.5477 -12.3592 -0.173
H 1.947428 -1.091953 1.981831 -2.6371 0.7094 11.8793 0.185
H 3.225483 -1.507919 0.980158 -1.1200 0.2366 0.2489 0.188
C 1.184278 -2.165451 0.427740 0.4806 -0.0931 -0.4855 -0.058
N -0.182086 -2.019856 1.148658 6.0586 -10.8419 -3.7207 -0.464
C -0.600908 -0.861466 0.985282 -5.6350 9.7223 10.3279 -0.233
C -2.123077 -0.965597 1.931480 -1.6346 3.5523 -1.3720 -0.238
N -3.261667 -1.615797 1.156361 11.7545 -7.8460 13.4264 -0.405
C -3.728370 -1.143646 0.190594 -8.6036 11.0483 -11.1487 0.127
C -4.905429 -1.690362 -0.328263 -1.3993 -5.5328 -0.2892 -0.201
C -5.784409 -1.227831 -1.270157 0.5052 -1.3048 -1.9014 -0.217
C -5.504233 0.065606 -1.715990 -0.0648 -2.9402 1.5731 -0.261
C -4.634067 0.875778 -1.196160 5.0158 -0.3324 5.4756 -0.188
C -3.736851 0.258077 -0.113237 -2.4309 -0.4490 -4.1331 -0.267
H -3.119147 0.966602 0.262599 2.1560 1.6576 1.5594 0.184
H -4.561660 1.962265 -1.318095 -0.0327 -0.6104 -0.3540 0.212
H -6.089842 0.480305 -2.340177 -4.4425 2.4998 -4.8962 0.186
H -6.504428 -1.885710 -1.962655 1.4109 1.4128 2.3801 0.226
H -5.024064 -2.783444 0.104636 -0.3806 2.0474 -1.0664 0.178
C -2.488606 -2.967207 0.961211 -1.6002 2.2648 -1.6722 -0.216
C -1.041023 -2.789127 0.292925 -3.9462 -4.4194 3.0794 -0.266
H -0.891272 -3.908220 0.229057 1.0330 1.3867 -0.5975 0.236
H -1.262611 -2.267821 -0.571547 0.0652 0.5695 -2.5360 0.190
H -3.234256 -3.476353 0.365972 0.7192 -0.9374 -0.5549 0.211
H -2.502298 -3.363835 1.921135 0.5231 -1.0950 1.6053 0.198
H -2.432553 0.175669 2.058600 0.6324 -2.4176 0.3247 0.200
H -2.066722 -1.531288 2.885825 0.4566 0.6506 -0.6473 0.207
H -0.226977 -0.246390 1.899945 0.1838 0.1410 -2.2642 0.239
H -1.077064 -0.296903 0.304331 -0.3906 1.4426 -4.0110 0.214
C 1.699143 -3.627427 0.407039 -6.6731 5.4622 12.6570 -0.064
C 2.352449 -4.084860 -0.528382 4.4183 -8.2222 -5.7483 -0.045
N 2.813219 -5.459810 -0.506690 -0.2191 3.1591 -0.2135 -0.360
C 2.715437 -6.094650 0.642670 -0.6583 2.2241 -2.2975 -0.036
C 2.071247 -5.720456 1.747970 -4.1258 7.2070 7.7744 -0.232
C 1.422690 -4.255021 1.806786 4.4406 -5.5071 -5.5175 -0.132
H 0.924139 -3.833625 2.669368 0.0160 0.1258 -0.3595 0.241
H 2.081320 -6.086009 2.946563 0.1918 -0.0766 -3.9829 0.239
H 3.067278 -7.014147 0.630086 1.9708 -4.3895 -0.1616 0.187
H 2.378689 -3.636780 -1.486961 0.4876 0.5450 -0.7664 0.205
H 1.094718 -1.941881 -0.679920 -0.2310 0.4819 0.9701 0.175
H 0.296582 3.266443 2.078935 1.5400 1.6689 -3.9129 0.247
H 0.086898 5.411608 0.481805 -1.5265 2.2124 0.1966 0.220
H -0.327052 6.801989 -1.196441 0.5127 -0.2648 0.0980 0.193
H 1.001318 7.436539 -0.332769 2.1923 2.0127 5.8788 0.174
```
Positions in Å, forces in eV/Å.